168
Properties=species:S:1:pos:R:3:mulliken_charge:R:1 method="wB97M-V/def2-TZVPD" de_lowest_kcal_mol=197.4 homo_ev=-7.61 total_charge=0 spin_multiplicity=1 orbital_gap_ev=7.66 smiles=CC1(C)CCCC(C)(C)N1O.CC1(C)CCCC(C)(C)N1O.CC1(C)CCCC(C)(C)N1O.CC1(C)CCCC(C)(C)N1O.CC1(C)CCCC(C)(C)N1O.O.O.O.O.O.O
C -2.143 8.471 -0.056 -1.710
C -3.545 8.990 -0.416 1.505
C -4.510 7.776 -0.474 -1.444
C -4.838 7.079 0.875 -0.637
C -5.057 8.038 2.015 -1.314
C -5.058 9.571 1.739 1.662
N -4.177 9.853 0.598 0.557
O -3.741 11.183 0.569 -0.504
C -6.418 9.882 1.379 -1.900
C -4.618 10.285 3.003 -1.879
C -3.548 9.699 -1.848 -1.969
H -2.099 7.809 0.809 0.316
H -1.424 9.275 0.106 0.387
H -1.802 7.953 -0.952 0.378
H -5.437 8.184 -0.876 0.431
H -4.363 7.007 -1.232 0.510
H -3.963 6.465 1.087 0.334
H -5.713 6.430 0.928 0.330
H -4.530 7.738 2.920 0.404
H -6.061 7.785 2.355 0.504
H -6.983 9.199 0.745 0.374
H -6.967 10.106 2.294 0.441
H -6.446 10.758 0.731 0.357
H -3.571 10.065 3.210 0.419
H -4.649 11.362 2.833 0.387
H -5.186 9.967 3.877 0.447
H -4.521 10.066 -2.176 0.379
H -3.252 9.053 -2.674 0.403
H -2.868 10.550 -1.879 0.505
H -3.976 11.480 -0.314 0.330
C 1.050 2.158 7.214 -1.774
C -0.120 2.070 8.223 1.415
C -0.969 3.374 8.298 -1.025
C -2.001 3.552 7.175 -0.803
C -2.790 2.258 7.039 -1.244
C -1.928 0.930 6.872 1.502
N -0.997 0.920 8.073 0.220
O -0.466 -0.373 8.274 -0.466
C -3.102 -0.107 6.971 -1.930
C -1.243 0.771 5.492 -1.639
C 0.482 2.068 9.665 -1.796
H 0.809 2.457 6.193 0.344
H 1.658 1.253 7.214 0.383
H 1.756 2.965 7.410 0.448
H -1.470 3.272 9.261 0.450
H -0.272 4.191 8.109 0.429
H -1.576 3.856 6.218 0.332
H -2.836 4.189 7.467 0.364
H -3.343 2.453 6.120 0.343
H -3.589 2.312 7.778 0.516
H -3.792 -0.141 6.127 0.426
H -2.749 -1.134 7.067 0.421
H -3.606 0.042 7.926 0.449
H -0.229 0.396 5.629 0.340
H -1.869 0.153 4.848 0.414
H -1.017 1.690 4.952 0.286
H 1.050 2.996 9.726 0.391
H 1.183 1.266 9.894 0.408
H -0.276 2.053 10.448 0.446
H -0.829 -0.616 9.128 0.349
C -9.343 -8.143 -0.269 -1.917
C -9.235 -6.629 -0.094 1.730
C -8.172 -6.339 0.974 -1.371
C -7.433 -4.997 0.921 -0.594
C -6.990 -4.759 -0.495 -1.207
C -8.079 -4.821 -1.648 1.855
N -8.867 -6.070 -1.402 -0.025
O -9.932 -6.113 -2.292 -0.416
C -8.886 -3.581 -1.592 -1.911
C -7.373 -4.951 -2.958 -1.984
C -10.538 -5.973 0.496 -1.737
H -8.344 -8.540 -0.452 0.445
H -9.836 -8.399 -1.207 0.358
H -9.669 -8.721 0.595 0.382
H -8.502 -6.500 2.000 0.385
H -7.489 -7.188 0.935 0.456
H -6.569 -5.128 1.573 0.370
H -8.207 -4.294 1.227 0.307
H -6.202 -5.444 -0.808 0.438
H -6.325 -3.896 -0.451 0.408
H -9.356 -3.494 -0.613 0.387
H -8.301 -2.670 -1.717 0.440
H -9.643 -3.358 -2.344 0.458
H -8.007 -5.350 -3.750 0.365
H -6.976 -4.022 -3.366 0.370
H -6.604 -5.697 -2.759 0.418
H -11.361 -6.066 -0.213 0.426
H -10.421 -4.894 0.598 0.415
H -10.910 -6.310 1.464 0.398
H -10.479 -5.419 -1.918 0.352
C 8.594 -6.103 1.883 -2.016
C 9.100 -4.996 0.973 1.709
C 8.986 -3.610 1.757 -1.439
C 9.735 -2.360 1.225 -0.642
C 11.200 -2.852 1.037 -1.217
C 11.425 -4.217 0.231 1.546
N 10.496 -5.244 0.742 0.021
O 10.668 -6.462 0.146 -0.456
C 11.076 -3.862 -1.355 -1.716
C 12.914 -4.517 0.347 -1.865
C 8.181 -4.876 -0.311 -1.474
H 9.358 -6.434 2.587 0.435
H 8.272 -6.990 1.337 0.425
H 7.708 -5.863 2.470 0.425
H 7.960 -3.418 2.071 0.442
H 9.608 -3.864 2.615 0.461
H 9.684 -1.590 1.995 0.371
H 9.458 -1.859 0.298 0.365
H 11.648 -2.889 2.030 0.422
H 11.594 -2.019 0.455 0.355
H 11.690 -2.973 -1.496 0.510
H 11.547 -4.551 -2.056 0.380
H 10.094 -3.515 -1.677 0.345
H 13.600 -3.701 0.119 0.361
H 13.209 -4.713 1.378 0.433
H 13.083 -5.486 -0.123 0.401
H 7.718 -3.929 -0.588 0.279
H 7.306 -5.468 -0.044 0.541
H 8.773 -5.322 -1.111 0.188
H 10.226 -6.299 -0.690 0.412
C -0.695 -0.517 -3.975 -1.789
C 0.663 -1.162 -3.712 1.584
C 1.472 -1.133 -5.046 -1.099
C 2.255 0.145 -5.375 -0.757
C 2.998 0.646 -4.169 -1.316
C 2.101 0.770 -2.910 1.465
N 1.489 -0.511 -2.687 0.131
O 0.772 -0.523 -1.468 -0.477
C 3.044 1.184 -1.773 -1.913
C 1.097 1.998 -3.009 -1.574
C 0.312 -2.628 -3.502 -1.851
H -1.141 -0.286 -3.008 0.410
H -1.272 -1.093 -4.699 0.470
H -0.725 0.436 -4.503 0.336
H 2.035 -2.051 -5.211 0.441
H 0.684 -1.136 -5.799 0.341
H 1.631 0.991 -5.664 0.303
H 2.907 0.025 -6.241 0.430
H 3.581 1.547 -4.357 0.433
H 3.786 -0.105 -4.118 0.385
H 3.651 0.416 -1.294 0.343
H 3.517 2.147 -1.962 0.384
H 2.267 1.335 -1.023 0.570
H 1.663 2.922 -2.890 0.464
H 0.488 2.119 -3.905 0.281
H 0.450 1.951 -2.133 0.398
H -0.382 -2.832 -2.687 0.363
H 1.157 -3.265 -3.239 0.475
H -0.100 -3.065 -4.411 0.388
H 1.523 -0.679 -0.891 0.379
O 2.616 2.672 -11.669 -0.638
H 3.267 2.015 -11.422 0.317
H 2.980 3.500 -11.357 0.320
O -1.514 -3.727 -11.428 -0.638
H -1.225 -3.908 -12.322 0.319
H -1.114 -2.884 -11.213 0.319
O 3.867 -6.178 -8.616 -0.640
H 4.722 -6.024 -8.214 0.317
H 3.450 -6.829 -8.051 0.323
O 8.927 3.656 -2.628 -0.631
H 9.882 3.601 -2.601 0.319
H 8.629 2.931 -2.079 0.315
O 7.459 5.802 -6.192 -0.639
H 7.167 4.902 -6.332 0.313
H 7.599 5.866 -5.248 0.323
O 3.472 -9.467 -5.518 -0.633
H 3.671 -10.046 -4.782 0.312
H 2.597 -9.129 -5.328 0.322



198
Properties=species:S:1:pos:R:3:lowdin_spin:R:1 method="wB97M-V/def2-TZVPD" homo_ev="0.57 / -6.37" total_charge=-1 spin_multiplicity=2 orbital_gap_ev="1.30 / 8.33"
C -5.978 -3.324 2.778 0.000
O -6.131 -3.649 3.906 0.000
N -4.843 -2.913 2.261 0.000
N -6.989 -3.075 1.970 0.000
H -4.116 -2.937 2.962 0.000
H -4.716 -2.589 1.313 0.000
H -6.970 -2.744 1.016 0.001
H -7.791 -3.227 2.565 0.000
C -1.905 -4.025 4.711 0.002
O -2.767 -3.297 5.211 0.001
N -0.826 -3.544 4.216 0.001
N -1.851 -5.330 4.804 0.001
H -0.910 -2.548 4.072 0.000
H -0.219 -4.045 3.582 0.001
H -0.916 -5.713 4.800 0.003
H -2.541 -5.633 5.476 0.000
C 3.037 -3.748 2.750 0.028
O 2.015 -3.522 2.162 0.008
N 3.201 -4.051 3.970 0.015
N 4.083 -3.736 2.124 0.016
H 2.654 -4.005 4.818 0.007
H 4.185 -4.122 4.184 0.013
H 4.064 -3.872 1.124 0.011
H 4.842 -4.074 2.698 0.012
C -6.627 2.865 -1.276 0.019
O -5.918 2.484 -2.569 0.029
C -6.798 2.351 -3.773 0.011
C -6.566 1.147 -4.760 0.015
N -5.235 0.972 -5.176 0.002
C -4.459 2.135 -5.557 0.022
C -3.019 2.020 -5.816 0.045
O -2.748 1.195 -6.970 0.008
C -2.794 1.883 -8.231 0.042
H -6.034 2.911 -0.363 0.004
H -7.453 2.155 -1.312 0.002
H -6.959 3.903 -1.266 0.004
H -6.843 3.351 -4.205 0.004
H -7.783 2.121 -3.365 0.002
H -7.198 1.191 -5.646 0.005
H -6.910 0.280 -4.197 0.002
H -5.189 0.313 -5.940 0.005
H -4.532 2.883 -4.768 0.008
H -4.936 2.678 -6.372 0.005
H -2.433 1.659 -4.971 0.014
H -2.629 3.025 -5.978 0.024
H -2.196 2.791 -8.302 0.008
H -3.842 2.045 -8.483 0.006
H -2.432 1.323 -9.094 0.005
C 2.314 1.642 5.970 0.006
O 2.761 2.448 7.038 0.002
C 2.432 1.993 8.385 0.001
C 3.683 1.741 9.229 0.001
N 4.513 2.891 9.469 0.000
C 5.788 2.737 10.109 0.000
C 7.012 3.461 9.506 0.000
O 6.684 4.835 9.626 0.000
C 6.729 5.457 10.956 0.000
H 2.853 0.700 6.071 0.004
H 2.664 2.223 5.117 0.001
H 1.240 1.484 5.867 0.000
H 1.940 1.021 8.372 0.001
H 1.903 2.769 8.939 0.000
H 4.318 0.985 8.768 0.001
H 3.522 1.284 10.206 0.000
H 4.571 3.516 8.678 0.000
H 5.965 1.670 10.244 0.000
H 5.592 3.035 11.139 0.000
H 6.931 3.183 8.455 0.000
H 7.951 3.242 10.013 0.000
H 7.739 5.335 11.347 0.000
H 6.008 5.068 11.675 0.000
H 6.443 6.471 10.675 0.000
C -8.512 1.778 5.284 0.000
O -7.602 2.017 4.209 0.001
C -7.246 0.852 3.568 0.000
C -5.960 0.940 2.731 0.000
N -4.826 1.224 3.532 0.001
C -3.918 2.077 2.850 0.004
C -2.799 2.560 3.780 0.002
O -3.256 3.351 4.898 0.001
C -2.293 3.775 5.813 0.001
H -9.142 2.667 5.331 0.000
H -7.925 1.716 6.200 0.000
H -9.193 0.928 5.235 0.000
H -8.120 0.707 2.932 0.000
H -7.183 -0.010 4.232 0.000
H -5.991 1.648 1.903 0.000
H -5.708 -0.026 2.294 0.000
H -5.062 1.716 4.382 0.000
H -4.473 2.969 2.559 0.003
H -3.456 1.669 1.951 0.003
H -2.162 3.107 3.084 0.001
H -2.244 1.775 4.294 0.000
H -1.417 4.235 5.357 0.001
H -1.990 2.976 6.489 0.000
H -2.738 4.560 6.425 0.000
C 4.462 -4.319 -4.913 0.011
O 3.328 -4.859 -4.237 0.006
C 2.120 -4.027 -4.076 0.003
C 1.108 -4.094 -5.265 0.002
N 0.931 -5.485 -5.578 0.001
C 0.135 -5.847 -6.797 0.002
C -1.407 -5.513 -6.718 0.001
O -1.678 -4.107 -6.604 0.003
C -3.013 -3.825 -6.198 0.008
H 4.312 -3.929 -5.920 0.002
H 5.172 -5.127 -5.090 0.001
H 5.084 -3.582 -4.405 0.003
H 2.367 -2.973 -3.953 0.001
H 1.609 -4.369 -3.176 0.002
H 1.568 -3.634 -6.140 0.001
H 0.195 -3.497 -5.265 0.000
H 1.673 -6.138 -5.371 0.000
H 0.374 -6.883 -7.035 0.000
H 0.381 -5.157 -7.605 0.001
H -1.752 -6.172 -5.920 0.000
H -1.934 -5.880 -7.599 0.000
H -3.453 -2.857 -6.438 0.003
H -3.227 -4.049 -5.153 0.002
H -3.656 -4.529 -6.725 0.001
C 1.023 -0.193 2.845 0.003
O -0.151 -0.871 3.185 0.001
C -1.143 -1.097 2.083 0.001
C -0.454 -1.750 0.795 0.002
N -0.659 -0.754 -0.266 0.003
C -0.594 -1.496 -1.568 0.004
C -0.207 -0.523 -2.718 0.013
O -0.290 -1.214 -3.941 0.004
C -1.557 -1.148 -4.545 0.003
H 0.808 0.875 2.810 0.002
H 1.455 -0.521 1.900 0.001
H 1.703 -0.251 3.695 0.002
H -1.554 -0.108 1.882 0.001
H -1.942 -1.755 2.424 0.000
H -1.120 -2.576 0.546 0.001
H 0.532 -2.174 0.987 0.001
H 0.030 -0.016 -0.240 0.001
H -1.551 -1.938 -1.845 0.000
H 0.190 -2.243 -1.695 0.001
H 0.816 -0.226 -2.484 0.003
H -0.972 0.253 -2.733 0.014
H -2.092 -0.207 -4.421 0.001
H -2.209 -1.955 -4.210 0.000
H -1.480 -1.185 -5.632 0.001
C 10.314 -0.116 -4.378 0.004
O 9.281 0.661 -4.763 0.001
C 8.821 1.476 -3.718 0.002
C 7.565 2.319 -4.111 0.013
N 6.276 1.652 -3.985 0.002
C 5.954 0.685 -4.988 0.009
C 4.821 -0.274 -4.698 0.005
O 3.578 0.340 -4.444 0.022
C 2.656 0.174 -5.408 0.026
H 11.176 0.476 -4.070 0.000
H 10.540 -0.667 -5.291 0.001
H 10.035 -0.769 -3.551 0.001
H 9.613 2.217 -3.611 0.001
H 8.638 0.792 -2.889 0.000
H 7.664 2.961 -4.986 0.003
H 7.563 3.088 -3.339 0.004
H 5.577 2.376 -4.065 0.012
H 6.841 0.107 -5.245 0.001
H 5.722 1.321 -5.842 0.004
H 5.145 -0.733 -3.764 0.002
H 4.728 -0.995 -5.511 0.002
H 2.103 1.110 -5.325 0.020
H 2.061 -0.703 -5.157 0.001
H 2.913 0.151 -6.467 0.006
C 3.816 0.053 -1.211 0.010
C 4.862 0.887 -0.415 0.015
O 5.994 0.918 -1.269 0.003
O 2.648 0.000 -0.460 0.004
H 4.281 -0.886 -1.510 0.004
H 3.605 0.545 -2.160 0.003
H 5.023 0.596 0.623 0.005
H 4.295 1.812 -0.310 0.003
H 5.903 1.409 -2.088 0.001
H 2.409 -0.926 -0.547 0.002
C -0.220 3.973 0.768 0.046
C 1.156 4.501 0.711 0.033
O 1.856 4.040 1.926 0.004
O -0.298 2.543 0.776 0.036
H -0.704 4.206 -0.181 0.044
H -0.769 4.440 1.585 0.002
H 1.117 5.590 0.711 0.004
H 1.701 4.212 -0.188 0.015
H 1.763 3.084 1.925 0.002
H -0.803 2.233 0.021 0.018
C -5.048 -0.586 -0.813 0.004
C -4.026 -0.059 -1.852 0.007
O -4.406 -0.698 -3.075 0.001
O -4.950 -1.929 -0.597 0.003
H -6.091 -0.478 -1.110 0.001
H -4.988 0.013 0.095 0.001
H -2.998 -0.120 -1.497 0.002
H -4.131 1.017 -1.988 0.009
H -4.333 -0.052 -3.781 0.000
H -4.952 -2.414 -1.426 0.001



Quick rundown of total energy, same order as above: -78361.071; -109473.741 eV